Computed, not measured: the molecule C20H27FN4O4 at a distorted geometry, with ωB97M-V/def2-TZVPD.

Results
- HOMO energy: -8.8 eV
- Relative energy (zero: lowest compared OMol25 entry of this formula, charge and spin): 92.3 kJ/mol
- Maximum force: 0.0687 Eh/bohr
- E_LUMO: 0.024 Ha
- Kohn-Sham gap: 9.48 eV

```
! wB97M-V def2-TZVPD RIJCOSX def2/J DEFGRID3
* xyz 0 1
C 1.131 -1.923 1.930
C -0.124 -1.786 1.047
N 0.045 -0.859 -0.086
C -0.703 0.419 0.034
C 0.143 1.730 0.026
C -0.112 2.572 -1.236
N -0.104 2.602 1.177
C 0.021 2.304 2.475
O 0.360 1.202 2.894
C -0.289 3.405 3.357
C -1.079 4.541 3.151
C -1.118 5.219 4.362
O -1.762 6.388 4.619
N -0.461 4.585 5.292
N 0.033 3.485 4.700
C 0.785 2.547 5.524
C 0.721 -1.171 -1.231
O 0.928 -0.317 -2.095
C 1.226 -2.635 -1.486
C 0.123 -3.605 -2.008
C -0.773 -3.128 -3.157
C -2.138 -3.435 -3.135
C -2.965 -3.021 -4.176
C -2.429 -2.304 -5.241
F -3.233 -1.905 -6.251
C -1.073 -1.999 -5.276
C -0.243 -2.414 -4.238
O 2.305 -2.704 -2.437
C 3.541 -2.107 -2.051
H 0.937 -2.597 2.764
H 1.998 -2.311 1.401
H 1.422 -0.965 2.359
H -0.442 -2.767 0.697
H -0.940 -1.447 1.689
H -1.415 0.448 -0.792
H -1.326 0.410 0.928
H 1.204 1.463 0.044
H 0.002 1.977 -2.141
H -1.129 2.966 -1.262
H 0.597 3.396 -1.320
H -0.288 3.569 0.971
H -1.582 4.853 2.248
H -1.621 6.584 5.548
H 0.173 1.662 5.698
H 1.696 2.255 5.001
H 1.053 2.997 6.480
H 1.613 -3.062 -0.565
H 0.592 -4.538 -2.323
H -0.519 -3.871 -1.170
H -2.564 -3.995 -2.315
H -4.019 -3.251 -4.169
H -0.670 -1.439 -6.106
H 0.808 -2.165 -4.272
H 4.286 -2.292 -2.825
H 3.460 -1.026 -1.931
H 3.917 -2.534 -1.120
*
```

=====

Computed, not measured: the molecule C5H8O at a distorted geometry, with ωB97M-V/def2-TZVPD.

Results
- HOMO energy: -8.8 eV
- Relative energy (zero: lowest compared OMol25 entry of this formula, charge and spin): 329.5 kJ/mol
- Maximum force: 0.0485 Eh/bohr
- E_LUMO: 0.020 Ha
- Kohn-Sham gap: 9.32 eV

```
! wB97M-V def2-TZVPD RIJCOSX def2/J DEFGRID3
* xyz 0 1
C -0.784 0.230 1.652
C -0.291 -0.439 0.439
C -0.748 0.465 -0.723
C 0.208 0.086 -1.552
C 1.527 -0.026 -0.811
O 1.133 -0.594 0.428
H -0.782 -0.467 2.472
H -1.789 0.616 1.447
H -0.112 1.081 1.789
H -0.702 -1.462 0.268
H -1.811 0.539 -0.940
H -0.054 -0.482 -2.422
H 1.943 0.981 -0.626
H 2.282 -0.620 -1.329
*
```

=====

Computed, not measured: the molecule C4H6N2 at a distorted geometry, with ωB97M-V/def2-TZVPD.

Results
- HOMO energy: -10.3 eV
- Relative energy (zero: lowest compared OMol25 entry of this formula, charge and spin): 156.8 kJ/mol
- Maximum force: 0.0278 Eh/bohr
- E_LUMO: 0.033 Ha
- Kohn-Sham gap: 11.17 eV

```
! wB97M-V def2-TZVPD RIJCOSX def2/J DEFGRID3
* xyz 0 1
N -3.256 -0.255 -0.753
C -2.217 0.163 -0.451
C -0.878 0.715 -0.197
C 0.118 -0.276 0.398
C 1.390 -0.554 -0.310
N 1.368 0.310 0.867
H -0.486 1.044 -1.164
H -0.953 1.610 0.429
H -0.308 -1.083 0.991
H 1.608 -0.028 -1.239
H 1.825 -1.548 -0.241
H 1.715 -0.187 1.683
*
```

=====

Computed, not measured: a 2-piece molecular cluster, C3H10N2O2 overall at a distorted geometry, with ωB97M-V/def2-TZVPD.

Results
- HOMO energy: -8.8 eV
- Relative energy (zero: lowest compared OMol25 entry of this formula, charge and spin): 375.2 kJ/mol
- Maximum force: 0.1291 Eh/bohr
- E_LUMO: 0.029 Ha
- Kohn-Sham gap: 9.63 eV

```
! wB97M-V def2-TZVPD RIJCOSX def2/J DEFGRID3
* xyz 0 1
N 0.857 -2.650 -1.576
C 1.087 -1.334 -1.158
N -0.088 -0.660 -0.451
C -0.286 -0.946 1.031
C -1.131 0.272 1.570
O -1.641 0.454 2.721
H 0.635 -3.460 -0.980
H 0.956 -2.947 -2.513
H 1.145 -0.737 -2.114
H 1.954 -1.268 -0.388
H -0.901 -0.430 -1.182
H -0.761 -1.778 1.446
H 0.642 -0.874 1.671
H -1.287 1.095 0.770
O 0.669 4.171 -1.390
H 1.396 4.738 -1.258
H 0.594 3.870 -0.574
*
```